Here is C33H48FMgN9O4 as an isolated structure from OMol25. Energies are from wB97M-V/def2-TZVPD.

```
96
Properties=species:S:1:pos:R:3:forces:R:3:lowdin_charge:R:1
H -1.752 5.017 4.779 0.1 0.0 0.1 0.1309
H 3.228 3.728 3.934 0.4 0.3 -0.7 0.1191
C -1.814 3.024 3.047 2.1 -0.5 -0.4 -0.1565
H 2.245 1.540 -3.756 0.7 -0.9 -0.4 0.1295
H -3.299 -0.498 -6.683 0.0 -0.3 -0.1 0.0668
H -2.892 -1.498 -1.319 -0.1 -0.1 0.1 0.0529
H -1.175 1.438 -0.007 -0.1 0.0 1.4 0.1555
H -0.225 -4.466 -5.879 -0.1 -0.1 -0.5 0.1273
H 3.620 2.128 5.618 -0.2 0.0 0.4 0.0728
C 3.628 -0.497 1.495 0.5 0.3 2.7 -0.5891
H -5.578 4.448 6.375 0.9 0.2 -2.0 0.2241
H 6.204 -1.870 -2.234 -1.2 0.8 -0.1 0.1380
H -6.177 3.000 4.540 0.9 -0.2 0.0 0.1535
C 0.139 -3.967 -5.009 -0.1 0.2 1.5 0.0534
O 3.612 -1.029 0.352 -0.4 -0.1 -0.5 -0.1168
C -0.089 -2.323 -3.318 0.9 1.9 1.5 -0.0738
H -3.940 0.299 -5.241 -0.4 -0.9 -0.6 0.0887
H 1.719 -5.366 -4.576 0.1 0.0 -0.1 0.1200
N -2.840 3.531 3.829 -1.9 -0.5 0.3 -0.0853
C 0.499 2.281 2.821 0.4 0.1 1.0 -0.1142
H 2.811 0.705 -1.383 0.1 0.4 -0.4 0.0837
H -2.414 -3.199 -2.732 -0.3 0.1 -0.3 0.0944
C 0.209 1.496 1.689 0.8 -0.3 0.0 -0.0508
H 5.269 -0.491 -1.595 -0.5 -0.6 0.2 0.1097
H -3.654 6.083 5.963 -0.1 -1.7 -0.1 0.1680
C -2.780 4.827 4.475 1.0 0.4 -1.8 -0.1615
H -2.976 -0.486 -2.735 -0.5 -0.7 0.1 0.0768
H -4.118 -3.364 -3.123 0.0 0.5 0.0 0.1221
C 0.629 -4.124 0.721 0.9 0.8 1.9 -0.1169
O 4.504 -0.677 2.373 -1.3 0.2 -1.3 0.0165
H 4.193 -3.211 -2.331 0.4 -0.1 -1.0 0.0686
N 1.797 2.252 3.335 0.5 0.2 1.0 -0.0299
C 1.221 -4.457 -4.277 -0.3 -0.1 -1.1 -0.0190
H 4.489 -2.716 -0.878 0.0 0.5 -0.2 0.0922
N 1.673 -3.341 0.439 1.1 -0.2 -0.3 -0.0208
H -5.048 -0.423 -6.497 -0.1 0.5 -0.1 0.0750
H -2.985 5.633 3.735 -0.2 -0.2 0.3 0.1513
H 4.393 1.035 -4.616 -0.1 0.0 -0.3 0.1119
C -3.613 4.973 5.690 -0.8 0.6 1.3 -0.0894
N 2.514 -3.440 1.512 -0.6 0.3 0.5 0.0153
C -1.019 1.736 1.066 -1.1 0.3 -0.6 0.0751
H -4.725 3.391 2.739 0.3 -0.1 -0.6 0.1232
O 0.933 -0.282 0.215 -0.3 0.4 0.4 -0.0631
C 4.164 0.497 -3.702 0.1 0.4 0.6 -0.1883
H 1.576 4.003 4.495 0.0 0.3 -0.5 0.0933
F -3.177 2.763 1.116 0.7 -0.3 0.1 0.0415
H -4.053 1.855 3.569 -0.3 1.1 -0.8 0.1651
H 3.393 -2.919 1.638 -0.7 0.0 -0.7 0.1503
N -5.052 4.476 5.428 -0.2 2.4 1.4 0.0323
O -1.837 -2.568 -6.501 0.6 0.5 1.9 0.0572
C 4.900 -0.851 -3.694 0.7 1.3 1.2 -0.1641
C 2.651 0.520 -3.502 -0.4 2.0 0.5 -0.2332
C 1.199 0.469 1.192 0.1 0.7 -0.1 -0.2589
C 2.662 1.276 2.994 0.2 0.2 -0.8 0.0394
C -4.113 -0.549 -5.964 0.1 0.6 0.4 -0.0866
H -3.231 4.372 6.538 -0.2 0.4 -0.5 0.1481
C 0.701 -4.591 2.068 0.4 -0.2 -1.1 -0.0353
H 1.880 1.863 5.919 0.4 0.5 0.1 0.0903
C -1.985 2.476 1.734 -0.1 0.3 -0.1 -0.1670
C 2.649 2.630 5.699 0.0 -0.6 -0.9 -0.0608
H -4.490 -1.104 -1.945 0.6 -0.3 -0.5 0.0775
C 1.689 -3.764 -3.196 -0.7 1.0 0.9 -0.1240
N 1.099 -2.635 -2.709 -1.0 -1.4 -1.0 0.0277
H -0.586 -1.448 -2.843 0.2 -0.7 -0.5 0.1320
H 2.707 3.377 6.500 -0.1 -0.2 -0.3 0.0833
H 4.362 -1.537 -4.288 -0.5 -1.1 -0.7 0.0923
C -1.838 -2.494 -5.259 -0.7 -1.2 -1.0 -0.3978
C -0.504 2.980 3.557 -0.7 -0.7 -1.7 0.0779
C 2.448 0.438 1.911 0.6 -0.4 0.0 0.0002
C 5.176 -1.366 -2.249 2.0 -0.9 -1.4 -0.2201
N 4.200 -2.366 -1.798 -0.9 0.1 1.5 -0.0314
H 1.238 0.551 -1.918 1.3 0.0 -0.4 0.0963
C -0.596 -2.904 -4.453 0.2 -0.6 -1.4 -0.0919
C -5.099 3.146 4.794 -0.7 -1.5 1.3 -0.1266
H 4.617 1.115 -2.899 -0.2 -0.1 -0.3 0.1197
H 2.459 -4.337 3.433 -0.1 0.3 -0.2 0.1319
H 2.509 -4.157 -2.626 0.3 0.0 0.1 0.0968
H -4.836 2.422 5.633 -0.2 0.8 -1.1 0.1623
H -0.309 3.339 4.549 0.1 0.1 0.2 0.1089
Mg 2.193 -1.672 -0.994 0.3 0.5 0.3 0.6539
C -4.188 2.973 3.583 0.5 -0.5 1.3 -0.1176
C -3.453 -1.369 -2.246 -0.1 0.1 -0.1 -0.0821
H -5.061 -1.787 -4.530 0.7 -0.6 -0.4 0.1229
C -3.282 -2.653 -3.130 1.6 1.0 -0.6 -0.1601
H 5.864 -0.654 -4.192 -0.3 -0.3 0.2 0.1200
H 0.002 -5.285 2.542 0.5 0.5 -0.1 0.1063
H -5.490 5.232 4.833 0.2 -1.1 0.7 0.2047
N 2.231 0.304 -2.114 -1.0 -1.3 1.1 -0.0313
C 2.343 3.265 4.310 -1.5 -1.0 1.4 -0.1467
C -4.240 -1.898 -5.273 0.9 -0.2 -0.7 -0.1948
H -4.422 -2.713 -6.031 -0.2 0.9 0.8 0.1436
H 2.118 -0.194 -4.099 -0.1 -0.5 -0.5 0.0977
N -2.979 -2.268 -4.574 -1.6 -0.1 2.2 -0.0598
H 3.585 1.272 3.623 -0.7 -0.3 -1.1 0.1590
H -0.142 -4.245 0.009 -0.6 -0.1 -0.6 0.0977
C 1.935 -4.123 2.507 -0.5 -1.0 0.2 -0.0803
```
Forces are in eV/Å.

Calculated values
ΔE to the lowest compared entry with this formula, charge and spin, kJ/mol: 61.0
HOMO, eV: -12.72
F_max, eV/A: 2.74
Energy, a.u.: -2379.65144
Kohn-Sham gap, eV: 7.7
Net charge: +2

Here is C33H48N6P2SSe2Ti as an isolated structure from OMol25. Energies are from wB97M-V/def2-TZVPD.

```
93
Properties=species:S:1:pos:R:3:forces:R:3:lowdin_charge:R:1
H -0.921 4.598 0.754 0.0 0.0 0.0 0.0787
N -2.099 -2.763 2.451 0.0 0.0 0.0 0.0437
C 1.146 -2.684 -3.265 0.0 0.0 0.0 -0.0858
H 0.101 -3.100 -0.823 0.0 0.0 0.0 0.0405
H -1.730 -4.300 1.077 0.0 0.0 0.0 0.1296
H 1.397 -4.263 -1.107 0.0 0.0 0.0 0.1033
H -2.759 1.175 0.370 0.0 0.0 -0.1 0.0012
N 3.002 -0.422 1.242 0.2 -0.3 -0.1 -0.2077
H -0.306 -3.448 1.680 0.1 0.0 0.0 0.0508
H -0.295 -0.162 5.868 0.0 0.0 0.0 0.1203
H -0.613 -4.472 3.934 0.0 0.0 0.0 0.0786
C -0.070 3.594 -0.993 0.0 0.0 0.0 -0.6812
H 2.052 3.083 -1.107 0.0 0.0 0.0 0.0114
C -2.532 1.094 -6.429 0.0 0.0 0.0 -0.0369
C -0.434 0.426 -4.725 0.0 0.0 0.0 -0.1873
H -4.914 -2.400 2.932 0.0 0.0 0.0 0.0751
H 0.759 4.078 0.997 0.0 0.0 0.0 0.0023
H 1.557 -2.122 -4.098 0.0 0.0 0.0 0.0762
C 0.047 4.461 0.267 0.0 0.0 0.0 -0.1032
C -1.452 2.533 4.167 0.0 0.0 0.0 -0.0246
H -2.072 -5.310 3.369 0.0 0.0 0.0 0.0860
H 1.571 -3.029 0.141 -0.1 0.0 0.0 0.0437
N -0.217 1.073 2.750 -0.2 0.1 0.0 -0.1626
C -0.015 0.246 3.783 -0.1 0.0 -0.1 -0.7040
Se 1.051 -1.223 3.290 -0.1 0.2 -0.3 0.8460
P -0.600 1.855 -0.486 0.0 0.1 0.0 0.9646
C -0.706 1.023 -2.121 0.0 0.0 0.0 -0.4182
P 1.591 -0.499 -1.444 -0.1 0.2 0.0 1.0311
C 1.273 3.530 -1.722 0.0 0.0 0.0 -0.0913
H -3.576 1.782 -4.687 0.0 0.0 0.0 0.1224
H 3.112 -2.477 1.030 0.1 0.0 0.0 0.0956
H -2.895 2.255 -1.017 0.0 0.0 0.0 0.0506
H -3.130 -1.431 4.511 0.0 0.0 0.0 0.1227
H 3.988 -0.085 -1.422 0.0 0.0 0.0 0.0486
C 0.381 0.247 -2.600 0.0 0.0 0.0 -0.4110
H -5.575 -0.776 2.754 0.0 0.0 0.0 0.0865
C -1.333 0.534 -6.943 0.0 0.0 0.0 -0.0374
H -2.072 4.373 -1.446 0.0 0.0 0.0 0.0828
C 3.131 0.334 -1.945 0.0 0.0 0.0 -0.2123
H -3.815 0.151 4.263 0.0 0.0 0.0 0.1208
H -0.996 2.872 2.103 0.0 0.0 0.0 0.0662
H 5.356 1.623 2.475 0.0 0.0 0.0 0.1223
C -1.618 1.022 -4.215 0.0 0.0 0.0 -0.1893
H -2.516 2.933 0.578 0.0 0.0 0.0 0.0486
C -2.679 1.337 -5.096 0.0 0.0 0.0 0.0036
H -3.333 1.339 -7.113 0.0 0.0 0.0 0.1187
N -2.813 -0.594 2.629 0.0 0.0 0.0 0.0307
H 1.590 4.546 -1.965 0.0 0.0 0.0 0.1041
C 5.592 -0.501 2.176 0.0 0.0 0.0 -0.0082
H 6.611 -0.534 2.539 0.0 0.0 0.0 0.1285
C 4.957 -1.669 1.761 0.0 0.0 0.0 -0.0182
H -2.001 3.456 4.284 0.0 0.0 0.0 0.1212
C -1.240 1.672 5.244 0.0 0.0 0.0 -0.0288
C -0.910 2.205 2.946 0.0 0.0 0.0 -0.1425
H -0.505 -5.733 2.701 0.0 0.0 0.0 0.0883
H -1.247 0.364 -8.008 0.0 0.0 0.0 0.1188
H -5.617 -1.579 4.324 0.0 0.0 0.0 0.0898
H 5.460 -2.625 1.796 0.0 0.0 0.0 0.1244
N 0.541 0.025 -3.880 0.0 0.0 0.0 0.1392
C 3.658 -1.591 1.317 0.0 0.0 0.0 -0.1748
C -2.364 2.081 -0.082 0.0 0.0 0.0 -0.2365
C -0.507 0.519 5.056 0.0 0.0 0.0 -0.0686
H -1.632 1.916 6.223 0.0 0.0 0.0 0.1270
C 1.807 -2.327 -1.931 0.0 0.0 0.0 -0.6540
C -1.107 -4.902 3.062 0.0 0.0 0.0 -0.0632
S -1.208 -1.078 0.570 0.2 -0.1 -0.3 0.6960
C 4.907 0.699 2.139 0.0 0.0 0.0 -0.0495
H -1.225 3.727 -2.856 0.0 0.0 0.0 0.0732
H 3.052 1.391 -1.700 0.0 0.0 0.0 0.0240
C -1.097 4.258 -1.917 0.0 0.0 0.0 -0.0732
H 1.194 2.981 -2.664 0.0 0.0 0.0 0.0849
H -2.820 0.316 2.198 0.0 0.0 0.1 0.1032
H 1.333 -3.746 -3.442 0.0 0.0 0.0 0.1008
C 1.181 -3.222 -0.860 0.0 0.0 0.1 -0.1193
C 3.306 -2.630 -2.060 0.0 0.0 0.0 -0.0825
C -0.302 0.204 -6.116 0.0 0.0 0.0 0.0052
C -1.267 -3.867 1.966 0.0 0.0 0.0 -0.2503
H -2.722 -2.986 3.215 0.0 0.0 0.0 0.1341
C -2.080 -1.518 2.018 0.0 0.0 0.0 -0.7039
H 3.265 0.224 -3.022 0.0 0.0 0.0 0.0684
C -3.677 -0.819 3.789 0.0 0.0 0.0 -0.2116
H 0.391 5.454 -0.027 0.0 0.0 0.0 0.1042
Ti 0.920 0.193 1.078 0.3 0.1 1.0 0.2863
H 0.066 -2.537 -3.244 0.0 0.0 0.0 0.0887
H -0.729 5.260 -2.150 0.0 0.0 0.0 0.1016
H 3.887 -2.368 -1.178 0.0 0.0 0.1 0.0591
Se 2.441 2.180 1.537 -0.2 -0.3 -0.3 0.8571
H 0.613 -0.238 -6.486 0.0 0.0 0.0 0.1224
C 3.607 0.695 1.660 0.0 0.0 -0.2 -0.6915
C -5.022 -1.433 3.424 0.0 0.0 0.0 -0.0581
H 3.418 -3.704 -2.220 0.0 0.0 0.0 0.1022
H 3.746 -2.125 -2.919 0.0 0.0 0.0 0.0894
N -1.697 1.358 -2.908 0.0 0.0 0.0 0.1423
```
Forces are in eV/Å.

Calculated values
ΔE to the lowest compared entry with this formula, charge and spin, kJ/mol: 9.1
HOMO, eV: -13.22
F_max, eV/A: 1.01
Energy, a.u.: -8347.70932
Kohn-Sham gap, eV: 6.8
Net charge: +2